The following is a DFT calculation (wB97M-V/def2-TZVPD) of a single C3H5B molecule.

The geometry in XYZ format:
```
9
Properties=species:S:1:pos:R:3:mulliken_charge:R:1
B -1.52326 -1.07365 0.18196 -0.25
C -1.24677 0.34717 -0.17500 -0.62
C 1.01622 -0.65151 -0.11024 -0.52
C 0.03231 -0.05347 0.54519 -0.08
H -1.13408 0.56372 -1.19221 0.29
H -1.61100 1.21931 0.12244 0.44
H 0.94410 -1.12715 -1.10772 0.24
H 2.11240 -0.68809 0.28696 0.23
H 0.34959 0.55275 1.49874 0.27
```

Values from the calculation:
* E_HOMO: -7.660 eV
* orbital gap: 7.70 eV

The following is a DFT calculation (wB97M-V/def2-TZVPD) of 2 unconnected molecules or ions with the total composition C3H5N3S.

The geometry in XYZ format:
```
12
Properties=species:S:1:pos:R:3:mulliken_charge:R:1
C -1.96735 -1.87227 -0.08379 -0.86
S -0.83457 -0.49667 0.35011 0.02
C -1.27446 0.73079 -0.76362 0.45
N -1.53393 1.65121 -1.41708 -0.50
H -1.65291 -2.59308 -0.85040 0.30
H -2.93798 -1.53465 -0.30174 0.33
H -1.89078 -2.33382 0.82647 0.30
N 2.19571 2.55364 1.42083 -0.44
C 1.04865 2.49658 1.16026 0.37
N -0.11817 2.37049 0.97620 -0.53
H 2.95662 1.94799 1.56896 0.26
H -0.84142 2.99226 0.47054 0.31
```

Values from the calculation:
* E_HOMO: -9.500 eV
* orbital gap: 9.95 eV
* structure (SMILES): CSC#N.N=C=N

The following is a DFT calculation (wB97M-V/def2-TZVPD) of 2 unconnected molecules or ions with the total composition C6H16Si.

The geometry in XYZ format:
```
23
Properties=species:S:1:pos:R:3:mulliken_charge:R:1
C 1.82681 -1.74323 1.48833 -1.86
C -0.70881 -1.36990 1.15469 -1.30
C 0.99809 -1.19679 -0.77601 -1.14
C -1.50664 2.58069 -2.43004 -1.03
C 0.80308 0.57575 1.11334 -1.57
C 0.72752 -0.90123 0.72556 1.73
Si -1.40736 1.83631 -0.70159 0.55
H 2.73341 -1.25711 1.34331 0.48
H 1.61112 -2.70497 1.08048 0.45
H 1.62319 -1.76037 2.49836 0.46
H -1.48175 -0.87238 0.64053 0.19
H -0.87846 -2.43858 1.17681 0.38
H -0.69375 -1.04516 2.22225 0.36
H 0.64074 -2.22617 -1.04334 0.36
H 0.16658 -0.52171 -1.25538 0.09
H 1.98370 -0.93559 -1.29721 0.31
H -0.51486 2.74705 -2.69344 0.32
H -2.01336 1.89070 -3.19333 0.27
H -1.96984 3.53990 -2.62952 0.37
H 0.48936 0.81652 2.08924 0.41
H 1.46902 1.18292 0.63314 0.50
H -2.20402 0.79147 -0.35701 -0.18
H -1.69376 3.01190 0.21081 -0.14
```

Values from the calculation:
* E_HOMO (spin up / spin down): -7.387 / -8.006 eV
* orbital gap (spin up / spin down): 7.59 / 7.80 eV

The following is a DFT calculation (wB97M-V/def2-TZVPD) of a gas-phase ion, C2H3O3PS (charge -2).

The geometry in XYZ format:
```
10
Properties=species:S:1:pos:R:3:mulliken_charge:R:1
C 1.06524 1.24762 -1.11159 -0.62
C 0.70921 0.79970 0.06132 -0.23
S -0.83780 1.10357 0.90734 -0.51
P -1.14270 -1.33754 0.72623 0.88
O -2.49497 -1.46477 1.42197 -0.77
O -1.19824 -1.54528 -0.74907 -0.72
O 0.08677 -1.80431 1.43450 -0.73
H 1.99781 1.00962 -1.62957 0.27
H 0.30485 1.72929 -1.69850 0.20
H 1.50982 0.26211 0.63738 0.23
```

Values from the calculation:
* charge: -2
* E_HOMO: 0.075 eV
* orbital gap: 6.21 eV
* structure (SMILES): C=CSP(=O)([O-])[O-]

The following is a DFT calculation (wB97M-V/def2-TZVPD) of a molecular structure, C27H19Cl4N6O7S2W.

The geometry in XYZ format:
```
66
Properties=species:S:1:pos:R:3:mulliken_charge:R:1
W -0.15969 -0.31477 -0.90329 1.97
Cl -0.42548 3.68390 -6.38555 -0.17
C -0.45236 2.31737 -5.35448 0.37
C -0.99741 1.10932 -5.80057 0.37
Cl -1.63864 0.97925 -7.38386 -0.17
C -1.02900 -0.00147 -4.95412 0.13
Cl -1.69573 -1.51358 -5.43683 -0.19
C -0.51094 0.12815 -3.68316 0.43
O -0.44692 -0.85190 -2.74820 -0.71
C 0.02786 1.32052 -3.23449 -0.19
O 0.46875 1.25450 -1.96389 -0.32
C 0.06541 2.42815 -4.05973 -0.11
Cl 0.74662 3.89586 -3.46976 -0.19
O 5.55694 -1.95396 0.06884 -0.52
C 5.39441 -0.65071 0.23111 0.30
O 6.29948 0.10343 0.45731 -0.56
C 4.00806 -0.09867 0.09049 0.32
C 3.72095 1.24509 0.26656 -0.41
N 2.40353 1.41131 0.10259 0.51
N 1.81538 0.24322 -0.16553 -0.02
C 2.77162 -0.68295 -0.18759 -0.20
C 2.31559 -2.05105 -0.53227 0.81
O 3.07823 -2.99573 -0.51245 -0.84
O 1.05341 -2.10214 -0.82800 -0.46
H 4.70766 -2.42030 -0.12183 0.42
H 4.38432 2.05467 0.52002 0.58
H 1.82156 2.23027 0.24758 0.18
S -2.68166 -5.74106 3.95936 0.20
N -1.74926 -4.46050 4.24255 -0.67
C -1.62146 -3.82564 3.08664 0.76
C -0.85617 -2.61134 2.86673 0.37
C -0.16843 -1.94612 3.88264 -0.64
C 0.49898 -0.78368 3.58259 -1.20
C 0.49119 -0.31898 2.26747 -0.59
N -0.13311 -0.96813 1.28962 0.01
C -0.82434 -2.09078 1.57610 -0.09
C -1.55474 -2.71559 0.48621 0.02
N -1.48659 -2.12862 -0.73178 0.28
C -2.15889 -2.65494 -1.74734 0.24
C -2.94050 -3.80349 -1.60423 -0.86
C -3.01340 -4.41626 -0.38033 -0.51
C -2.30827 -3.86392 0.69244 0.31
C -2.32737 -4.43442 2.02907 0.69
N -2.98359 -5.52569 2.39379 -0.68
H -0.18587 -2.35606 4.88350 0.57
H 1.02991 -0.22512 4.33945 0.54
H 0.98388 0.60542 2.00597 0.54
H -2.05793 -2.16236 -2.70045 -0.07
H -3.46752 -4.19029 -2.46356 0.49
H -3.59791 -5.31174 -0.21668 0.59
C -1.10454 4.64037 0.06954 -1.23
C 0.30339 4.12856 0.29078 0.12
O 0.39228 3.02527 1.21034 -0.56
C 0.06388 3.35401 2.56480 -0.56
C -1.29814 2.82008 2.96356 -0.91
H -1.08685 5.42090 -0.69137 0.41
H -1.53093 5.06999 0.97562 0.39
H -1.75486 3.83769 -0.27977 0.21
H 0.96158 4.93508 0.63368 0.35
H 0.69483 3.74923 -0.65702 -0.16
H 0.10574 4.43789 2.70089 0.48
H 0.84845 2.92368 3.19605 0.39
H -2.08290 3.23822 2.33572 0.28
H -1.51046 3.08041 4.00139 0.44
H -1.33894 1.73348 2.86965 0.08
S -1.83309 0.76667 -0.18252 -0.32
```

Values from the calculation:
* charge: +1
* E_HOMO: -11.139 eV
* orbital gap: 6.60 eV